The following is a quantum chemistry calculation of a molecular structure, C11H11N4, from the OMol25 dataset.

Computed properties:
Net charge   +1
Energy above the lowest of the compared OMol25 structures with the same formula, charge and spin   24.3 kcal/mol
HOMO-LUMO gap   8.7 eV
E_HOMO   -12.262 eV

XYZ file:
```
26
Properties=species:S:1:pos:R:3:forces:R:3:mulliken_charge:R:1
C 4.5063 -0.0882 0.0025 -0.0643 -0.0071 -0.0042 -0.45
C 3.9235 1.1664 -0.0932 0.0078 0.0228 0.0195 -0.71
C 3.7055 -1.2178 0.0450 0.0661 -0.0405 -0.0221 -0.71
C 2.5491 1.2956 -0.1349 -0.1986 -0.2446 -0.0081 -0.47
C 2.3291 -1.0981 0.0040 -0.1912 0.2824 -0.0004 -0.42
C -0.4840 1.4341 0.1261 0.9944 -0.3448 -0.1085 -0.75
C -3.0539 1.6192 0.1254 -0.6403 -0.1593 -0.0283 -0.06
C 1.7308 0.1625 -0.0799 0.6853 -0.1596 -0.0026 1.14
C 0.2878 0.3120 -0.0789 -0.2473 1.0062 0.1324 0.40
C -1.8206 -0.2862 -0.1067 -4.6164 -0.0753 -0.1382 -0.01
C -4.3530 -1.5987 0.1030 -0.5971 -0.7953 0.6874 -0.72
N -3.9937 0.7618 -0.0282 -0.5768 1.1374 0.5429 -0.53
N -0.5895 -0.7500 -0.2469 -0.1008 0.0224 -0.1088 0.01
N -3.6559 -0.4351 -0.3170 5.3337 0.1834 -0.7749 0.32
N -1.7915 1.0340 0.0816 -0.0362 -1.3202 -0.1735 0.19
H 5.5800 -0.1831 0.0452 0.0887 -0.0183 -0.0140 0.41
H 4.5435 2.0486 -0.1341 0.0449 0.0741 -0.0081 0.40
H 4.1523 -2.1973 0.1152 0.0433 -0.0785 0.0136 0.39
H 2.1080 2.2755 -0.2200 -0.0400 0.1538 -0.0171 0.28
H 1.7298 -1.9953 0.0617 -0.0412 -0.1179 0.0295 0.23
H -0.2043 2.4512 0.3011 0.1020 0.1678 0.0362 0.46
H -3.2149 2.6667 0.2760 0.0537 0.1816 0.0254 0.42
H -5.3999 -1.4381 -0.1587 0.0431 -0.0114 -0.0297 0.31
H -3.9824 -2.4633 -0.4420 0.0188 0.0937 -0.0234 0.31
H -4.2857 -1.7721 1.1803 -0.0077 0.0210 -0.0871 0.33
H -0.3164 -1.7044 -0.4266 -0.1236 0.0260 0.0620 0.24
```
Forces are in eV/Å.

=====

The following is a quantum chemistry calculation of a single C11H11NO molecule, from the OMol25 dataset.

Computed properties:
Net charge   0
Energy above the lowest of the compared OMol25 structures with the same formula, charge and spin   48.9 kcal/mol
SMILES   CO[C@@]1(C#N)CCc2ccccc21
HOMO-LUMO gap   10.3 eV
E_HOMO   -9.477 eV

XYZ file:
```
24
Properties=species:S:1:pos:R:3:forces:R:3:mulliken_charge:R:1
C -1.2793 0.7907 -3.0801 -1.6600 4.1651 1.5797 -0.78
O -0.5931 1.0973 -1.8667 0.2120 -1.1706 1.5911 -0.44
C -0.5033 0.0138 -0.9103 0.4458 1.4518 1.1976 1.50
C -1.8235 -0.6134 -0.6313 0.9940 0.4242 -0.6274 0.10
N -2.7850 -1.1839 -0.4012 -0.8376 -0.3546 0.1890 -0.50
C 0.5243 -1.0703 -1.3235 -1.9173 -1.2644 -1.2226 -0.86
C 1.2146 -1.5604 -0.0808 -2.3841 1.7879 0.9480 -1.34
C 0.9737 -0.4507 0.9451 1.8286 -0.9396 0.0300 0.43
C 1.5818 -0.3682 2.1796 -1.9236 2.9376 0.7427 -0.54
C 1.1870 0.6909 3.0794 0.1856 -3.3121 -0.6448 -0.65
C 0.0928 1.4346 2.7240 1.4366 -0.2734 -0.1428 -0.65
C -0.4709 1.3262 1.4889 -1.3593 2.1941 -0.6634 -0.21
C 0.0093 0.4517 0.5976 -0.2827 -1.7629 -3.9036 -0.27
H -1.2785 -0.1915 -3.3350 0.5053 -2.8765 -1.0390 0.37
H -0.8484 1.5157 -3.7607 0.1283 -0.5216 -0.6490 0.30
H -2.3620 1.1123 -2.9740 0.9402 -0.4915 -0.0354 0.26
H 1.2865 -0.7301 -1.9584 0.6789 1.3441 -1.1190 0.36
H -0.0544 -1.8441 -1.9710 1.1577 0.8309 1.3917 0.32
H 2.1858 -1.9026 -0.1866 1.8706 -0.5041 -0.2509 0.55
H 0.5896 -2.3022 0.2928 -0.6896 -2.0780 0.8164 0.37
H 2.2181 -1.0815 2.5565 1.6774 -1.5484 0.4297 0.51
H 1.5614 0.5678 4.0988 0.0317 0.7970 -0.3031 0.31
H -0.2266 2.2110 3.3110 -0.8902 1.5994 1.6885 0.45
H -1.1998 2.0867 1.2060 -0.1481 -0.4343 -0.0033 0.40
```
Forces are in eV/Å.

=====

The following is a quantum chemistry calculation of a single C11H11NO2 molecule, from the OMol25 dataset.

Computed properties:
Net charge   0
Energy above the lowest of the compared OMol25 structures with the same formula, charge and spin   72.8 kcal/mol
SMILES   C=C[C@@]1(O)C(=O)N(C)c2ccccc21
HOMO-LUMO gap   9.0 eV
E_HOMO   -8.404 eV

XYZ file:
```
25
Properties=species:S:1:pos:R:3:forces:R:3:mulliken_charge:R:1
C -0.9753 1.6208 -2.1570 -0.8534 0.1252 1.5144 -0.83
C -1.5310 1.6220 -0.9595 -1.5611 0.1061 0.5797 -0.48
C -1.1925 0.9628 0.3527 -0.0684 -2.6855 -0.1980 1.50
O -1.8326 1.5596 1.4716 0.8113 1.2264 -1.5113 -0.57
C -1.7861 -0.5352 0.2205 -1.3561 0.4036 -0.1435 0.04
O -2.9504 -0.8849 0.1118 1.1927 0.6666 0.2709 -0.67
N -0.7142 -1.3637 0.1765 -0.2438 -2.2010 1.1056 0.05
C -0.7530 -2.8599 0.2278 0.1663 1.8262 -2.5856 -1.12
C 0.4651 -0.7036 0.3499 1.9599 -0.9305 0.7628 0.29
C 1.7473 -1.2994 0.4528 -0.9301 0.9475 -0.3701 -0.92
C 2.8031 -0.4577 0.4360 1.1616 3.3748 -0.2530 -0.40
C 2.6545 0.9669 0.4604 -1.3867 -1.2574 1.1117 -0.77
C 1.3626 1.5124 0.6787 0.1561 0.7874 -0.6617 -0.29
C 0.2797 0.6347 0.5229 0.3622 1.6632 -0.1726 0.31
H -1.5817 2.1517 -2.8477 0.2195 0.0168 -1.2247 0.28
H -0.1239 1.0436 -2.3321 1.5359 -0.2956 -0.7714 0.33
H -2.5691 1.9743 -0.9732 0.2788 0.3745 0.4877 0.24
H -1.6891 2.4782 1.1694 -0.6661 0.0218 1.2207 0.48
H -1.7031 -3.0430 -0.2855 -0.0962 -0.7563 0.9730 0.41
H -0.0209 -3.0550 -0.5772 0.0037 -0.7781 0.6634 0.41
H -0.4835 -3.3675 1.1704 -0.5338 0.5770 -0.3679 0.27
H 2.0083 -2.3050 0.5399 -0.4745 -1.7527 -0.1296 0.49
H 3.8756 -0.6655 0.4010 -0.5656 -1.0812 0.1044 0.33
H 3.6280 1.4063 0.5115 -0.0940 1.2602 0.0209 0.35
H 1.0824 2.6070 0.8784 0.9817 -1.6389 -0.4258 0.26
```
Forces are in eV/Å.

=====

The following is a quantum chemistry calculation of 2 unconnected molecules or ions with the total composition C11H11O2S, from the OMol25 dataset.

Computed properties:
Net charge   -1
Energy above the lowest of the compared OMol25 structures with the same formula, charge and spin   17.7 kcal/mol
HOMO-LUMO gap   6.1 eV
E_HOMO   -2.856 eV

XYZ file:
```
25
Properties=species:S:1:pos:R:3:forces:R:3:mulliken_charge:R:1
C 4.5868 -1.0389 0.5813 0.2546 0.5470 -0.7007 -0.63
C 4.3872 -0.8959 -0.8129 -0.2696 0.6729 0.4684 -0.25
C 3.4625 -1.1154 1.3514 -1.4060 -0.4914 1.5899 -0.13
C 3.0979 -0.7371 -1.2929 0.7972 -0.9185 0.7949 -0.63
C 2.1516 -0.9131 0.8839 -0.0297 1.2312 1.4719 -0.47
C 1.9587 -0.6440 -0.4375 0.8567 0.2029 -1.9887 0.38
C -2.9814 -1.5436 0.1149 1.3374 -1.1484 -1.5504 0.52
C -2.2486 0.8999 0.9489 0.2755 0.9335 1.5535 -0.48
C -2.5219 1.1898 -0.4837 -2.7031 -1.4999 0.4990 0.10
C -2.8155 -0.1677 0.1504 1.1190 2.1507 -0.1570 0.82
C -3.6957 2.0839 -0.7553 1.4839 -0.1254 -2.6922 -1.66
O -2.5795 -2.6312 -0.1816 -1.4063 0.7833 0.9485 -0.54
O -4.0866 -0.8127 0.4576 -1.0702 -1.3486 0.0843 -0.53
S 0.5318 -0.0576 -1.1469 -1.2398 0.2886 -0.1744 -0.57
H 5.5243 -0.7948 1.0810 0.1260 -0.7894 -0.3014 0.28
H 5.2345 -0.7518 -1.4829 -0.1190 -0.2536 0.0534 0.31
H 3.5182 -1.3840 2.4125 0.3866 0.5863 -0.1026 0.29
H 2.9393 -0.7003 -2.3415 -0.1722 0.3601 -0.7697 0.38
H 1.3342 -0.4961 1.5451 0.8950 -1.4045 -0.3143 0.07
H -1.2340 0.8634 1.3036 0.2710 -0.2371 -0.0780 0.09
H -2.9658 1.3503 1.6654 0.4594 -0.2494 -0.4521 0.21
H -1.7834 1.2064 -1.1921 2.0930 -0.1000 -1.2614 0.34
H -3.2790 3.0617 -0.8167 0.2885 1.0998 -0.4311 0.43
H -4.2098 2.1124 0.1037 -2.7410 -0.0372 2.8589 0.36
H -4.3259 1.9164 -1.6556 0.5130 -0.2527 0.6514 0.32
```
Forces are in eV/Å.

=====

Number 1: E_LUMO -0.13016 Eh. Number 2: E_LUMO 0.03138 Eh. Number 3: E_LUMO 0.02319 Eh. Number 4: E_LUMO 0.11827 Eh.